a.
20
Properties=species:S:1:pos:R:3 method="wB97M-V/def2-TZVPD" e_lumo_ha="-0.00576 / -0.00577" homo_lumo_gap_ev="8.1 / 8.1" homo_energy_ev="-8.252 / -8.251"
C -0.8446 0.1968 -0.6381
C -0.1073 -1.0140 -0.1356
C -0.2807 0.8168 -1.8988
N 0.6885 -1.7716 -0.8928
C -0.5851 1.0148 0.6671
C 0.9888 0.2529 1.0827
C 1.1509 -0.0547 2.3720
O -2.2180 -0.0707 -0.7994
O -1.4741 0.8508 1.5625
H -2.5793 0.1107 0.0956
H -0.5790 -1.4939 0.7113
H 1.1554 -2.5752 -0.5028
H 1.0605 -1.4099 -1.7570
H -0.1687 2.0252 0.4837
H 1.8543 0.4794 0.4596
H -0.4164 0.1623 -2.7638
H -0.8201 1.7423 -2.0982
H 0.7800 1.0586 -1.7900
H 2.1239 -0.1370 2.8451
H 0.2709 -0.1837 2.9969

***

b.
20
Properties=species:S:1:pos:R:3 method="wB97M-V/def2-TZVPD" e_lumo_ha=0.02445 homo_lumo_gap_ev=9.4 homo_energy_ev=-8.758
C -1.2662 1.7316 -0.7872
C -1.0471 0.4010 -0.1603
C -0.6437 -0.7396 -1.0050
C 0.8122 -0.7597 -0.5291
C 1.2221 -2.0604 0.1500
C 1.1565 0.4683 0.6933
O 1.4860 1.6119 0.4309
N -0.9515 0.2566 1.1678
O -1.3450 1.3932 1.9114
H -1.9458 2.3367 -0.1876
H -0.3347 2.2968 -0.8339
H -1.7124 1.6513 -1.7768
H -0.7243 -0.5234 -2.0702
H -1.1995 -1.6342 -0.7311
H 1.4503 -0.5707 -1.3947
H 0.9250 -2.9366 -0.4277
H 0.7869 -2.1355 1.1462
H 2.3010 -2.0746 0.3081
H 1.7201 -0.0843 1.4572
H -0.6898 1.3717 2.6389

***

Computed stability ranking, most favorable first: a, b

***

a.
20
Properties=species:S:1:pos:R:3 method="wB97M-V/def2-TZVPD" e_lumo_ha=0.02260 homo_lumo_gap_ev=9.5 homo_energy_ev=-8.902
C 2.4819 0.8272 -0.1462
C 1.3585 0.2449 0.2455
O 0.9067 0.2864 1.5365
C 0.4366 -0.5143 -0.6828
C 0.0409 -1.8638 -0.0899
C -0.7251 0.4216 -1.0404
O -0.5459 1.3323 -1.8126
C -2.0508 0.2563 -0.3113
N -1.9993 0.9311 0.9790
H 2.8062 0.7856 -1.1672
H 3.1061 1.3749 0.5408
H 1.5341 0.7780 2.0793
H 0.9822 -0.6684 -1.6186
H 0.9339 -2.4734 0.0337
H -0.6410 -2.3876 -0.7553
H -0.4243 -1.7451 0.8845
H -2.3003 -0.7913 -0.1443
H -2.8374 0.7242 -0.9088
H -1.2364 0.5594 1.5371
H -1.8265 1.9219 0.8410

***

b.
20
Properties=species:S:1:pos:R:3 method="wB97M-V/def2-TZVPD" e_lumo_ha=0.03508 homo_lumo_gap_ev=9.7 homo_energy_ev=-8.733
C 0.1691 0.4637 2.8012
O 0.1750 -0.4233 1.6886
N 0.7926 0.0360 0.4676
C 1.2267 -1.0101 -0.4657
C -0.0442 -1.7149 -1.0096
C -0.8600 -0.4571 -1.4659
C -0.4498 0.5938 -0.5000
C -0.5074 2.0175 -0.8352
O -1.2245 1.4447 0.2634
H 1.1186 1.0346 2.5940
H 0.1546 -0.0539 3.6542
H -0.6374 1.1070 2.6180
H 1.9148 -1.8416 -0.0406
H 1.5928 -0.5684 -1.3743
H -0.6054 -2.1313 -0.0969
H 0.2336 -2.4230 -1.9247
H -0.5414 -0.0739 -2.3621
H -1.9363 -0.7635 -1.5595
H 0.4241 2.5930 -0.6130
H -0.9956 2.1706 -1.8394

***

Computed stability ranking, most favorable first: a, b

***

a.
56
Properties=species:S:1:pos:R:3 method="wB97M-V/def2-TZVPD" e_lumo_ha=0.01218 homo_lumo_gap_ev=7.8 homo_energy_ev=-7.499
N 0.6197 -1.6753 4.1746
C 1.5097 -0.7194 3.7071
C 2.8726 -0.9704 3.8512
C 3.8109 -0.0321 3.4205
C 3.3800 1.1672 2.8468
C 2.0107 1.4448 2.6920
C 1.0646 0.4826 3.1215
C -0.4201 0.7738 3.0085
C -0.7365 1.8934 2.0181
N 0.1375 3.0450 2.2751
C 1.5806 2.7945 2.1178
C 1.8985 3.0008 0.6444
C 2.2101 4.2958 0.1937
C 2.4395 4.5527 -1.1621
C 2.3619 3.5119 -2.0910
C 2.0582 2.2163 -1.6606
C 1.8272 1.9621 -0.3023
H -0.3537 -1.3954 4.2688
H 0.9813 -2.3890 4.8020
H 3.2081 -1.9000 4.2974
H 4.8723 -0.2339 3.5317
H 4.1152 1.8965 2.5204
H -0.9570 -0.1251 2.6940
H -0.7930 1.0619 3.9953
H -1.7844 2.1894 2.1270
H -0.5975 1.5409 0.9932
H -0.1371 3.8362 1.6958
H 2.1120 3.5642 2.6873
H 2.2655 5.1138 0.9057
H 2.6754 5.5601 -1.4922
H 2.5403 3.7069 -3.1443
H 1.9990 1.4029 -2.3785
H 1.5788 0.9538 0.0190
C -4.5009 -1.8034 -1.4241
N -3.4455 -1.0968 -0.6971
C -2.1136 -1.2562 -0.7224
O -1.4701 -0.6572 0.1256
C -1.3734 -2.1433 -1.7523
C 0.0156 -1.5538 -2.0683
O 0.6940 -2.3137 -3.0531
N -2.1074 -2.4232 -3.0002
C -1.9728 -3.5487 -3.7010
C -2.7985 -3.6718 -4.9599
O -1.2155 -4.4510 -3.3647
H -4.6023 -1.4023 -2.4332
H -4.2834 -2.8723 -1.4684
H -5.4513 -1.6688 -0.9043
H -3.7487 -0.4484 0.0146
H -1.2058 -3.0929 -1.2431
H 0.6172 -1.5386 -1.1576
H -0.0958 -0.5297 -2.4281
H 0.3912 -3.2329 -2.9939
H -2.7092 -1.7045 -3.3648
H -2.5826 -2.8327 -5.6191
H -2.5362 -4.6028 -5.4619
H -3.8552 -3.6820 -4.7007

***

b.
56
Properties=species:S:1:pos:R:3 method="wB97M-V/def2-TZVPD" e_lumo_ha=0.00871 homo_lumo_gap_ev=9.5 homo_energy_ev=-9.296
O 0.3142 5.2499 1.6153
C 1.1810 4.5161 2.0825
O 1.1663 3.1373 2.0531
C 2.4426 2.6265 2.3633
C 2.9611 3.7637 3.2334
O 2.3116 4.9003 2.7288
H 2.3348 1.6950 2.9190
H 2.9684 2.5477 1.4117
H 4.0414 3.8687 3.1324
H 2.6719 3.7570 4.2843
C 3.0802 -1.7967 0.9463
C 2.0728 -1.3382 0.0639
C 2.4305 -0.2510 -0.7472
N 3.6071 0.3824 -0.7552
C 4.4914 0.0005 0.1944
C 4.2846 -1.0901 1.0029
H 2.8630 -2.6455 1.5777
H 1.1294 -1.8467 -0.0697
H 1.7376 0.0560 -1.5167
H 5.3916 0.5973 0.1936
H 5.0403 -1.4004 1.7094
C 0.6343 3.1120 -3.1433
C 0.0913 2.0243 -3.7174
C -1.2814 1.9503 -3.7733
N -2.1285 2.7961 -3.1406
C -1.6054 3.8008 -2.4567
C -0.2523 4.0198 -2.4776
H 1.7054 3.2274 -3.0675
H 0.7563 1.3301 -4.2095
H -1.7608 1.1173 -4.2659
H -2.2436 4.5186 -1.9628
H 0.1030 4.8928 -1.9502
C -3.6060 -4.6173 2.4637
C -2.9946 -5.8130 1.7030
C -2.1951 -5.4615 0.4320
C -2.8997 -4.4842 -0.4481
N -3.4722 -3.7016 -1.1206
H -4.1725 -3.9305 1.8347
H -2.8590 -3.9039 2.8119
H -4.2179 -4.9646 3.2961
H -3.7846 -6.4028 1.2381
H -2.3145 -6.4131 2.3074
H -1.9828 -6.3813 -0.1130
H -1.2273 -5.0446 0.7104
C -0.8192 1.2769 -0.1086
C -2.1089 0.5320 -0.5443
C -1.8396 -0.9350 -1.0819
C -0.8679 -1.0912 -2.1841
N -0.0797 -1.2429 -3.0895
H -0.1700 1.6650 -0.8935
H -0.1702 0.7615 0.5993
H -1.0763 2.2162 0.3811
H -2.8112 1.0497 -1.1976
H -2.7433 0.4159 0.3345
H -2.7591 -1.4903 -1.2669
H -1.3679 -1.5588 -0.3226

***

Computed stability ranking, most favorable first: a, b

***

a.
23
Properties=species:S:1:pos:R:3 method="wB97M-V/def2-TZVPD" charge=+1 e_lumo_ha=-0.14377 homo_lumo_gap_ev=9.3 homo_energy_ev=-13.258
H -3.0162 -0.4502 -2.2925
N -2.6839 -0.9573 -1.5588
C -1.6137 -0.5723 -1.0844
C -0.8719 0.7680 -1.2067
C 0.3204 0.7748 -0.3306
N 1.3658 1.6686 -0.4945
C 0.5260 -0.6481 0.2378
N 1.7867 -1.1935 0.0533
C 0.3783 0.0345 1.5896
C -0.5833 0.9573 1.6683
O 1.2932 -0.0730 2.5531
C -0.6829 -1.4366 -0.2512
H -0.5629 1.0845 -2.2337
H -1.6245 1.5420 -1.1140
H 2.3511 1.4345 -0.2393
H 1.2389 2.4672 -1.1243
H 2.1611 -1.0288 -0.8086
H 1.9874 -2.0849 0.5121
H -1.6736 0.9777 1.4935
H -0.3854 1.6635 2.5030
H 1.8310 -0.8086 2.4009
H -1.2354 -1.8357 0.6343
H -0.3063 -2.2837 -0.9072

***

b.
23
Properties=species:S:1:pos:R:3 method="wB97M-V/def2-TZVPD" charge=+1 e_lumo_ha=-0.12849 homo_lumo_gap_ev=9.2 homo_energy_ev=-12.696
C -1.4234 -0.0568 -0.4344
C -3.5426 -0.3471 -0.0826
C -0.2742 -1.7145 1.5298
C 0.5780 -1.1787 0.7092
C -4.9615 -0.1090 0.4140
C 2.7173 -0.1202 0.8857
C 1.7679 -0.5380 -1.1919
N -2.4607 -0.0119 0.5364
N -1.9048 -0.4346 -1.5381
N 1.6705 -0.7861 0.1965
O -3.3584 -0.5266 -1.3197
H -0.3048 -2.6931 1.8849
H -1.1945 -1.2076 1.7405
H -5.5096 0.4666 -0.3302
H -5.4894 -1.0643 0.4977
H -4.9195 0.4329 1.4452
H 2.6095 -0.1994 2.0052
H 3.6717 -0.5772 0.7409
H 2.7743 0.8390 0.4439
H 0.9588 -0.9135 -1.8267
H 1.7527 0.4776 -1.4622
H 2.6609 -0.9568 -1.5363
H -2.6646 0.2212 1.3845

***

Computed stability ranking, most favorable first: a, b

***

a.
15
Properties=species:S:1:pos:R:3 method="wB97M-V/def2-TZVPD" e_lumo_ha=0.04846 homo_lumo_gap_ev=11.3 homo_energy_ev=-9.952
C 0.2263 -1.7031 0.3785
C 0.4221 -0.4533 1.2077
C -0.1967 1.0440 0.3798
C -0.9928 0.8220 -0.8478
C 0.4250 1.3379 -0.9796
H 1.1384 -2.1302 -0.0542
H -0.4273 -2.4678 0.8105
H -0.4593 -1.3787 -0.6343
H -0.1282 -0.4732 2.1595
H 1.4628 -0.1447 1.3435
H -0.3559 1.7608 1.1919
H -1.9326 1.2489 -1.2091
H -1.0016 -0.3690 -1.0779
H 1.1307 0.5709 -1.3108
H 0.6892 2.3354 -1.3578

***

b.
15
Properties=species:S:1:pos:R:3 method="wB97M-V/def2-TZVPD" e_lumo_ha="0.03255 / 0.01578" homo_lumo_gap_ev="9.5 / 8.3" homo_energy_ev="-8.604 / -7.876"
C -2.7547 0.2849 -0.3708
C -1.9881 -0.5240 0.2886
C 1.3752 -1.2066 -0.0356
C 1.1143 1.2391 0.2979
C 0.6822 0.0127 -0.4419
H -3.9171 0.2201 -0.1252
H -2.2619 0.8787 -1.0254
H -2.1993 -1.2139 1.0009
H 2.3163 -1.5591 -0.5985
H 0.8286 -2.0393 -0.0371
H 1.6488 -1.2199 0.9714
H 0.3032 1.7706 0.6242
H 1.8119 1.0664 1.1918
H 1.6267 1.8671 -0.3337
H 0.5895 0.0425 -1.4909

***

c.
15
Properties=species:S:1:pos:R:3 method="wB97M-V/def2-TZVPD" e_lumo_ha=0.04699 homo_lumo_gap_ev=11.0 homo_energy_ev=-9.692
C -1.7080 0.3253 0.7647
C -1.1668 -0.8766 0.9453
C -0.5219 -1.6985 -0.1319
H -1.7186 0.8002 -0.2154
H -2.1665 0.8765 1.5813
H -1.1853 -1.3184 1.9426
H -1.0686 -2.6369 -0.2868
H 0.5068 -1.9651 0.1393
H -0.4875 -1.1542 -1.0808
C 1.3278 1.5678 -1.1446
C 1.8496 0.9791 -0.0748
H 1.9400 1.8822 -1.9865
H 0.2600 1.7627 -1.2193
H 1.2225 0.6706 0.7589
H 2.9165 0.7852 0.0079

***

d.
15
Properties=species:S:1:pos:R:3 method="wB97M-V/def2-TZVPD" e_lumo_ha=-0.03433 homo_lumo_gap_ev=5.8 homo_energy_ev=-6.780
C 1.6927 0.2414 1.0963
C 1.8606 -0.1670 -0.3314
C 0.5099 -0.5333 0.3648
C -0.7480 -0.4647 -0.4589
C -1.3932 -1.8249 -0.5604
H -1.0284 4.7056 0.0519
H -0.7073 4.3954 0.6425
H 1.4523 1.1615 1.6280
H 1.6202 0.6547 -1.0383
H 2.2605 -1.0491 -0.8373
H 0.5063 -1.4432 0.9628
H -1.3501 0.3556 -0.0954
H -0.7746 -2.6544 -0.8552
H -2.3658 -1.8185 -1.0649
H -1.5351 -1.5592 0.4952

***

Computed stability ranking, most favorable first: c, a, b, d